Record 1
DFT (ωB97M-V/def2-TZVPD) results for the molecule C5H7NO at a distorted geometry.

Element x y z (Å)
C (-1.6200, -0.9765, 0.1065)
C (-0.1101, -0.8424, 0.3319)
C (0.5597, 0.4010, -0.2602)
C (-0.2851, 1.3969, -0.9228)
N (-0.9568, 2.1894, -1.4300)
C (1.8301, 0.9003, 0.2853)
O (1.7926, 0.2079, -0.9471)
H (-2.1839, -0.3785, 0.8304)
H (-1.9161, -2.0214, 0.2336)
H (-1.9423, -0.6618, -0.8903)
H (0.0655, -0.8303, 1.4131)
H (0.4360, -1.6991, -0.0822)
H (2.0384, 1.9667, 0.2282)
H (2.2920, 0.3476, 1.1035)

Calculated values
* energy: -8834.3272 eV
* structure (SMILES): CC[C@@]1(C#N)CO1
* highest occupied orbital energy: -0.409 Ha

Results of the natural (NBO) charge analysis, in e, for atoms 1 through 8: atom 1 (C): -0.615, atom 2 (C): -0.416, atom 3 (C): 0.103, atom 4 (C): 0.259, atom 5 (N): -0.297, atom 6 (C): -0.076, atom 7 (O): -0.451, atom 8 (H): 0.214


Record 2
DFT (ωB97M-V/def2-TZVPD) results for the molecule C5H7NO.

Element x y z (Å)
C (-1.3510, -1.2171, 0.1114)
C (-0.2587, -0.1975, 0.4427)
C (1.0130, -0.3956, -0.4174)
C (2.1781, 0.4963, -0.2984)
O (-0.0611, 3.3889, -0.5152)
C (-0.6622, 1.2124, 0.2126)
N (-0.3397, 2.2751, -0.1510)
H (-2.2258, -1.0982, 0.7577)
H (-0.9597, -2.2319, 0.2495)
H (-1.6762, -1.1176, -0.9299)
H (0.0015, -0.2885, 1.5060)
H (1.5375, -1.3411, -0.1563)
H (0.7348, -0.5424, -1.4712)
H (2.0695, 1.0572, 0.6594)

Calculated values
* energy: -8829.2159 eV
* highest occupied orbital energy: -0.334 Ha

Results of the natural (NBO) charge analysis, in e, for atoms 1 through 8: atom 1 (C): -0.597, atom 2 (C): -0.291, atom 3 (C): -0.603, atom 4 (C): 0.028, atom 5 (O): -0.404, atom 6 (C): 0.157, atom 7 (N): 0.197, atom 8 (H): 0.225


Calculated values (kJ/mol) of energy above the lowest of the compared OMol25 structures with the same formula, charge and spin for the records, taken in order: 181.0; 674.1.